The following is a quantum chemistry calculation of a structure of composition C20H17BrClN4ReS2, from the OMol25 dataset.

XYZ file:
```
46
Properties=species:S:1:pos:R:3:lowdin_spin:R:1
Re -0.40 1.86 0.24 2.39
N -3.52 1.46 -1.68 0.01
C -3.31 0.70 -0.61 0.02
N -2.29 0.81 0.25 0.02
C -2.40 -0.15 1.26 0.00
C -3.45 -0.99 1.15 0.00
S -4.40 -0.58 -0.22 0.00
C -1.44 -0.05 2.35 0.01
C -1.45 -0.68 3.53 0.00
S -0.25 0.00 4.57 0.00
C 0.18 1.14 3.36 0.02
N -0.47 0.95 2.20 0.03
N 1.06 2.10 3.60 0.01
H -2.84 2.16 -1.93 0.00
H -4.24 1.21 -2.34 0.00
H -3.74 -1.78 1.82 0.00
H -2.12 -1.44 3.88 0.00
H 1.50 2.17 4.51 0.00
H 1.31 2.77 2.88 0.00
Br -1.06 3.52 -1.42 0.12
Cl 1.42 3.15 0.69 0.15
C 4.66 -1.47 1.92 0.03
C 3.81 -0.42 2.26 0.00
C 2.77 -0.07 1.42 0.03
C 2.54 -0.76 0.23 0.01
C 3.40 -1.81 -0.10 0.03
C 4.45 -2.17 0.74 0.00
C 1.47 -0.49 -0.73 0.13
C 0.39 0.32 -0.87 -0.04
C -0.41 0.04 -2.11 0.00
C -0.30 0.83 -3.25 0.00
C -0.98 0.49 -4.41 0.00
C -1.78 -0.64 -4.45 0.00
C -1.87 -1.46 -3.33 0.00
C -1.19 -1.12 -2.17 0.00
H 5.48 -1.74 2.57 0.00
H 3.98 0.13 3.17 0.00
H 2.15 0.76 1.67 0.00
H 3.25 -2.35 -1.02 0.00
H 5.11 -2.98 0.46 0.00
H 1.54 -1.19 -1.57 0.00
H 0.33 1.71 -3.23 0.00
H -0.88 1.11 -5.29 0.00
H -2.30 -0.91 -5.36 0.00
H -2.47 -2.36 -3.36 0.00
H -1.25 -1.76 -1.30 0.00
```

Output
Multiplicity ... 4
E_LUMO (alpha / beta) ... -3.57 / -4.31 eV
HOMO (alpha / beta) ... -10.8575 / -11.3296 eV
Total charge ... +1
DFT total energy ... -4900.0963 hartree
Kohn-Sham gap (alpha / beta) ... 0.268 / 0.258 hartree
Maximum force ... 0.016 hartree/bohr